C21H27AuN6O2S as an isolated structure, computed with ωB97M-V/def2-TZVPD.

```
! RIJCOSX wB97M-V def2-TZVPD def2/J DEFGRID3
* xyz 2 3
Au 0.15 -0.49 0.12
O -1.99 2.79 -1.50
C -1.40 1.75 -1.30
O -1.68 0.76 -0.56
C -0.08 1.55 -2.16
C 0.20 2.46 -3.19
C 1.32 2.25 -3.95
C 2.15 1.13 -3.71
C 3.31 0.85 -4.46
C 4.06 -0.26 -4.20
C 3.67 -1.16 -3.19
C 2.55 -0.92 -2.43
C 1.79 0.24 -2.66
N 0.68 0.52 -1.91
H -0.48 3.29 -3.34
H 1.57 2.94 -4.74
H 3.60 1.53 -5.25
H 4.95 -0.47 -4.78
H 4.24 -2.06 -3.02
H 2.21 -1.62 -1.67
C -2.15 -1.51 -3.19
N -2.89 -1.48 -1.95
C -4.21 -0.84 -1.86
C -4.61 -1.06 -0.38
N -3.41 -1.69 0.17
C -2.48 -1.87 -0.76
S -0.91 -2.55 -0.43
H -2.79 -1.91 -3.97
H -1.27 -2.14 -3.08
H -1.85 -0.50 -3.47
H -4.90 -1.31 -2.56
H -4.12 0.21 -2.10
H -5.47 -1.72 -0.27
H -4.81 -0.12 0.12
H -3.32 -1.98 1.13
C 5.39 -0.37 1.47
C 4.71 0.29 0.29
N 3.27 0.29 0.52
C 2.69 0.20 1.72
N 1.32 0.20 1.75
C 0.65 0.30 3.03
C 1.42 -0.40 4.13
C 2.83 0.17 4.17
N 3.43 0.17 2.83
C 4.88 0.28 2.75
H 6.47 -0.28 1.40
H 5.14 -1.43 1.49
H 4.90 -0.26 -0.64
H 5.06 1.31 0.15
H 2.66 0.41 -0.27
H -0.36 -0.10 2.92
H 0.54 1.37 3.26
H 1.46 -1.48 3.93
H 0.94 -0.24 5.09
H 3.46 -0.43 4.82
H 2.81 1.19 4.56
H 5.31 -0.22 3.62
H 5.18 1.33 2.79
*
```

Output
* LUMO level (spin up / spin down): -5.70 / -9.62 eV
* HOMO-LUMO gap (spin up / spin down): 8.88 / 4.83 eV
* calculated total energy: -49763.4646 eV
* HOMO energy (spin up / spin down): -14.5787 / -14.4515 eV
* ΔE to the lowest compared entry with this formula, charge and spin: 21.4 kcal per mole

Partial charges, natural (NBO), in e: 1.106 -0.576 0.748 -0.813 0.141 -0.233 -0.073 -0.114 -0.150 -0.196 -0.156 -0.287 0.206 -0.493 0.279 0.245 0.242 0.246 0.238 0.223 -0.411 -0.343 -0.224 -0.229 -0.537 0.376 -0.037 0.237 0.232 0.216 0.233 0.238 0.230 0.240 0.438 -0.425 -0.222 -0.534 0.616 -0.489 -0.259 -0.430 -0.215 -0.337 -0.220 0.262 0.224 0.239 0.222 0.428 0.237 0.249 0.226 0.262 0.238 0.223 0.241 0.226

C21H27B2BeF8N3O2 as an isolated structure, computed with ωB97M-V/def2-TZVPD.

```
! RIJCOSX wB97M-V def2-TZVPD def2/J DEFGRID3
* xyz 1 2
Be 0.01 0.10 0.11
B -1.09 1.60 -2.13
F -1.78 1.46 -0.98
F -0.29 2.75 -2.06
F -0.20 0.56 -2.20
F -2.03 1.61 -3.19
B 0.81 -1.89 2.18
F 1.27 -3.12 1.74
F -0.42 -1.66 1.74
F 0.95 -1.85 3.47
F 1.56 -0.84 1.68
N 2.39 0.12 -1.19
C 3.36 -0.76 -0.86
C 4.59 -0.71 -1.44
C 4.94 0.19 -2.39
C 3.97 1.12 -2.78
C 2.72 1.07 -2.07
H 3.22 -1.49 -0.08
H 5.40 -1.36 -1.12
H 5.97 0.31 -2.68
H 4.28 1.87 -3.50
H 1.88 1.72 -2.27
N -1.57 0.86 2.15
C -1.15 0.83 3.44
C -2.00 1.06 4.52
C -3.33 1.54 4.18
C -3.80 1.55 2.84
C -2.84 1.20 1.90
H -0.15 0.48 3.62
H -1.72 1.05 5.56
H -3.96 1.77 5.02
H -4.83 1.75 2.58
H -3.19 1.14 0.88
N 0.97 2.47 0.90
C 0.24 3.65 0.88
C 0.75 4.86 1.29
C 2.09 4.92 1.71
C 2.85 3.77 1.73
C 2.25 2.56 1.29
H -0.77 3.55 0.51
H 0.12 5.74 1.38
H 2.47 5.87 2.05
H 3.90 3.85 1.98
H 2.71 1.58 1.20
C -4.00 -1.08 -1.91
C -3.07 -1.75 -0.89
O -2.06 -1.21 -0.46
C -3.45 -3.13 -0.39
H -4.50 -1.71 -2.65
H -3.40 -0.47 -2.58
H -4.69 -0.47 -1.33
H -4.50 -3.16 -0.13
H -2.79 -3.49 0.40
H -3.20 -3.87 -1.15
C 1.05 -3.15 -3.16
C 0.48 -3.18 -1.77
O 0.49 -2.18 -1.10
C 0.07 -4.43 -1.07
H 1.20 -2.08 -3.36
H 0.15 -3.38 -3.72
H 1.85 -3.82 -3.47
H -0.83 -4.78 -1.58
H -0.12 -4.25 -0.01
H 0.74 -5.28 -1.23
*
```

Output
* LUMO level (spin up / spin down): -3.88 / -9.32 eV
* HOMO-LUMO gap (spin up / spin down): 8.09 / 2.49 eV
* calculated total energy: -54275.1939 eV
* HOMO energy (spin up / spin down): -11.9718 / -11.8078 eV

Partial charges, natural (NBO), in e: 1.647 1.324 -0.559 -0.572 -0.560 -0.550 1.300 -0.555 -0.541 -0.531 -0.589 -0.487 0.086 -0.206 -0.170 -0.182 0.067 0.245 0.236 0.238 0.244 0.246 -0.505 0.028 -0.241 -0.131 -0.264 0.043 0.223 0.239 0.223 0.241 0.218 -0.480 0.191 -0.125 -0.183 -0.097 0.143 0.256 0.258 0.255 0.254 0.249 -0.742 0.643 -0.614 -0.730 0.237 0.263 0.243 0.239 0.247 0.241 -0.727 0.630 -0.597 -0.725 0.239 0.239 0.250 0.226 0.270 0.242

C21H27BMnN9O5S as an isolated structure, computed with ωB97M-V/def2-TZVPD.

```
! RIJCOSX wB97M-V def2-TZVPD def2/J DEFGRID3
* xyz -1 6
Mn 0.73 -0.41 -1.31
N 1.77 3.51 5.22
C 0.84 2.76 4.51
C 0.74 2.81 3.12
C -0.31 2.17 2.47
C -1.26 1.43 3.17
C -1.16 1.37 4.57
C -0.15 2.04 5.24
S -2.58 0.59 2.28
O -3.39 -0.18 3.19
O -3.38 1.57 1.54
N -1.76 -0.36 1.22
C -0.74 -1.06 1.75
N -0.61 -1.30 3.08
C 0.40 -2.00 3.51
C 1.30 -2.67 2.71
C 1.22 -2.24 1.39
N 0.26 -1.51 0.90
H 2.66 3.39 4.79
H 1.80 3.30 6.20
H 1.49 3.28 2.51
H -0.34 2.21 1.36
H -1.97 0.76 5.05
H -0.08 1.91 6.30
H 0.53 -2.18 4.58
H 2.14 -3.28 3.03
H 2.00 -2.57 0.71
B 2.01 -2.18 -3.70
N 0.91 -2.90 -3.00
C 0.68 -4.20 -3.17
C -0.27 -4.57 -2.25
C -0.42 -3.45 -1.44
N 0.29 -2.46 -1.91
N 1.44 -0.84 -4.32
C 1.70 -0.23 -5.45
C 1.23 1.07 -5.35
C 0.75 1.21 -4.04
N 0.88 0.05 -3.43
H 2.62 -2.68 -4.62
H 2.79 -1.80 -2.89
H 1.15 -4.75 -3.98
H -0.71 -5.57 -2.18
H -0.98 -3.36 -0.55
H 2.13 -0.83 -6.26
H 1.26 1.83 -6.06
H 0.27 2.01 -3.48
C 3.55 0.84 1.22
C 2.73 0.18 0.15
O 2.98 -0.90 -0.32
O 1.86 1.03 -0.32
H 4.29 0.21 1.70
H 2.99 1.34 2.01
H 4.14 1.64 0.83
C -4.75 0.96 -1.50
N -3.33 1.20 -1.75
C -2.78 2.54 -1.96
C -2.36 0.25 -1.56
O -1.16 0.50 -1.62
H -4.91 -0.13 -1.35
H -5.29 1.29 -2.34
H -5.13 1.46 -0.58
H -1.90 2.47 -2.58
H -2.61 3.13 -1.00
H -3.46 2.99 -2.66
H -2.76 -0.73 -1.34
*
```

Output
* LUMO level (spin up / spin down): 2.80 / 2.80 eV
* HOMO-LUMO gap (spin up / spin down): 7.98 / 8.03 eV
* calculated total energy: -88700.2836 eV
* HOMO energy (spin up / spin down): -5.1799 / -5.2297 eV
* ΔE to the lowest compared entry with this formula, charge and spin: 25.0 kcal per mole

Partial charges, natural (NBO), in e: 1.549 -0.799 0.157 -0.237 -0.179 -0.344 -0.141 -0.293 2.296 -0.974 -0.989 -0.921 0.568 -0.535 0.111 -0.396 0.115 -0.602 0.367 0.366 0.208 0.240 0.247 0.199 0.169 0.214 0.217 0.156 -0.297 -0.011 -0.369 -0.029 -0.381 -0.274 -0.006 -0.381 -0.030 -0.412 -0.050 -0.030 0.216 0.217 0.220 0.216 0.209 0.213 -0.716 0.763 -0.680 -0.852 0.202 0.223 0.223 -0.398 -0.410 -0.421 0.595 -0.728 0.213 0.184 0.227 0.223 0.226 0.188 0.148

A single C21H27BrN2O3 molecule, computed with ωB97M-V/def2-TZVPD.

```
! RIJCOSX wB97M-V def2-TZVPD def2/J DEFGRID3
* xyz 0 1
C 3.70 -1.01 0.20
H 4.52 -1.67 -0.08
O 2.58 -1.86 0.35
C 1.40 -1.30 0.73
C 1.19 0.06 0.93
C -0.06 0.56 1.26
C -1.10 -0.34 1.39
C -0.93 -1.70 1.22
C 0.33 -2.20 0.89
O 0.60 -3.54 0.77
C -0.26 -4.29 -0.06
H 0.10 -5.32 0.00
C -0.21 -3.82 -1.52
O -1.16 -3.94 -2.26
N 0.97 -3.30 -1.86
H 1.67 -3.19 -1.13
C 1.19 -2.59 -3.10
C 1.19 -1.10 -2.87
C 2.33 -0.34 -3.10
C 2.31 1.03 -2.89
C 1.16 1.65 -2.44
C 0.03 0.89 -2.18
C 0.04 -0.47 -2.40
H -0.84 -1.06 -2.21
H -0.88 1.37 -1.83
H 1.14 2.72 -2.30
H 3.20 1.62 -3.08
H 3.23 -0.81 -3.47
H 0.36 -2.87 -3.76
H 2.13 -2.91 -3.54
H -1.30 -4.27 0.29
H -1.76 -2.37 1.34
Br -2.85 0.28 1.83
C -0.26 2.04 1.47
N 0.88 2.80 1.01
H 0.94 2.75 0.00
C 0.91 4.18 1.45
C -0.24 5.09 0.97
C -0.04 6.50 1.54
H 0.00 6.47 2.63
H -0.87 7.14 1.25
H 0.88 6.93 1.17
C -0.32 5.14 -0.55
H -0.57 4.16 -0.96
H 0.64 5.46 -0.97
H -1.08 5.84 -0.87
H -1.19 4.69 1.36
H 1.86 4.60 1.10
H 0.93 4.18 2.54
H -0.37 2.22 2.55
H -1.21 2.34 0.99
H 2.00 0.77 0.84
H 3.95 -0.51 1.14
H 3.54 -0.27 -0.58
*
```

Output
* LUMO level: 0.66 eV
* HOMO-LUMO gap: 8.97 eV
* calculated total energy: -101380.7069 eV
* HOMO energy: -8.3103 eV
* ΔE to the lowest compared entry with this formula, charge and spin: 3.8 kcal per mole

Partial charges, natural (NBO), in e: -0.254 0.199 -0.518 0.335 -0.301 -0.046 -0.071 -0.284 0.233 -0.504 -0.152 0.218 0.646 -0.626 -0.617 0.424 -0.251 -0.040 -0.218 -0.217 -0.228 -0.216 -0.156 0.221 0.215 0.209 0.214 0.210 0.245 0.201 0.197 0.237 0.041 -0.248 -0.633 0.360 -0.203 -0.238 -0.601 0.208 0.210 0.200 -0.612 0.200 0.200 0.215 0.195 0.190 0.190 0.212 0.189 0.251 0.182 0.187